144
Properties=species:S:1:pos:R:3 method="wB97M-V/def2-TZVPD" multiplicity=6 charge=+1 largest_force_ev_per_a=2.028 homo_energy_ev="-10.969 / -10.969" homo_lumo_gap_ev="8.085 / 7.224" s_squared=8.755
Mn 19.873 -26.483 18.399
C 21.027 -30.592 17.757
C 21.587 -29.186 17.928
C 22.708 -29.011 16.915
O 20.589 -28.215 17.817
H 20.233 -30.848 18.464
H 21.849 -31.283 17.964
H 20.632 -30.753 16.750
H 21.963 -29.152 18.967
H 23.404 -29.850 16.963
H 23.291 -28.089 16.988
H 22.232 -28.955 15.927
C 23.092 -27.133 10.641
O 22.063 -26.594 10.985
N 23.952 -27.734 11.489
C 23.692 -27.666 12.894
C 25.309 -28.100 11.078
H 23.394 -27.220 9.587
H 22.781 -27.094 13.046
H 24.496 -27.219 13.489
H 23.566 -28.675 13.301
H 25.524 -29.131 11.367
H 25.406 -28.013 10.001
H 26.012 -27.453 11.607
C 15.008 -30.467 19.718
O 15.535 -30.484 20.815
N 15.643 -30.516 18.525
C 17.097 -30.722 18.432
C 14.893 -30.900 17.346
H 13.913 -30.435 19.599
H 17.655 -30.462 19.324
H 17.434 -30.199 17.543
H 17.179 -31.807 18.305
H 14.598 -31.958 17.382
H 13.979 -30.325 17.201
H 15.496 -30.784 16.448
C 21.698 -36.491 18.494
O 21.342 -36.532 19.643
N 21.925 -35.340 17.798
C 22.243 -35.300 16.392
C 21.837 -34.067 18.438
H 21.933 -37.384 17.891
H 22.387 -36.299 15.981
H 23.217 -34.804 16.293
H 21.507 -34.750 15.803
H 21.921 -34.145 19.519
H 22.709 -33.457 18.157
H 20.983 -33.459 18.127
C 19.063 -27.682 21.134
O 19.846 -27.013 20.425
N 19.347 -28.839 21.681
C 18.250 -29.580 22.294
C 20.599 -29.491 21.426
H 18.042 -27.360 21.351
H 17.536 -28.868 22.691
H 18.608 -30.186 23.128
H 17.785 -30.282 21.604
H 21.368 -28.766 21.171
H 20.920 -30.067 22.291
H 20.536 -30.173 20.571
C 23.174 -33.551 13.612
O 23.940 -32.923 14.316
N 21.848 -33.264 13.470
C 20.986 -34.010 12.581
C 21.224 -32.350 14.377
H 23.475 -34.387 12.958
H 20.320 -33.337 12.034
H 20.291 -34.636 13.161
H 21.567 -34.616 11.895
H 20.755 -31.520 13.841
H 20.423 -32.861 14.927
H 21.944 -31.954 15.085
C 25.078 -25.871 18.314
O 24.416 -24.958 18.759
N 25.132 -27.097 18.877
C 26.001 -28.102 18.330
C 24.582 -27.406 20.182
H 25.660 -25.780 17.384
H 25.406 -29.015 18.171
H 26.803 -28.443 18.994
H 26.431 -27.829 17.371
H 25.376 -27.590 20.910
H 23.915 -26.649 20.576
H 24.050 -28.351 20.011
C 16.518 -34.435 16.437
O 15.567 -34.893 15.847
N 17.770 -34.337 15.952
C 18.762 -33.494 16.559
C 18.133 -34.966 14.698
H 16.411 -34.013 17.454
H 18.477 -33.246 17.578
H 18.787 -32.557 15.989
H 19.729 -34.000 16.564
H 18.419 -34.195 13.972
H 19.024 -35.583 14.865
H 17.324 -35.584 14.333
C 18.434 -29.454 14.890
O 17.556 -30.255 15.132
N 19.148 -29.414 13.751
C 20.355 -28.605 13.664
C 18.798 -30.274 12.651
H 18.775 -28.692 15.607
H 21.228 -29.236 13.491
H 20.522 -28.048 14.585
H 20.215 -27.925 12.819
H 17.759 -30.566 12.786
H 18.998 -29.771 11.711
H 19.354 -31.217 12.714
C 25.666 -32.435 17.777
O 26.499 -32.787 16.971
N 25.869 -32.260 19.104
C 27.090 -32.708 19.697
C 24.760 -32.023 19.980
H 24.626 -32.268 17.435
H 27.857 -32.833 18.937
H 26.964 -33.623 20.277
H 27.494 -31.934 20.359
H 24.508 -32.905 20.578
H 24.916 -31.223 20.716
H 23.900 -31.671 19.403
C 19.997 -25.393 15.388
O 19.643 -25.823 16.499
N 21.227 -25.230 14.963
C 21.496 -24.529 13.719
C 22.384 -25.722 15.712
H 19.253 -25.053 14.661
H 22.027 -25.181 13.028
H 22.103 -23.654 13.950
H 20.564 -24.203 13.266
H 22.078 -25.983 16.718
H 22.822 -26.576 15.202
H 23.107 -24.907 15.758
C 28.266 -30.529 14.917
O 29.462 -30.349 14.930
N 27.321 -29.570 14.683
C 25.911 -29.856 14.882
C 27.729 -28.186 14.568
H 27.776 -31.507 15.069
H 25.508 -29.581 15.867
H 25.778 -30.931 14.758
H 25.320 -29.297 14.159
H 28.755 -28.167 14.204
H 27.072 -27.637 13.894
H 27.737 -27.677 15.541

59
Properties=species:S:1:pos:R:3 method="wB97M-V/def2-TZVPD" multiplicity=3 charge=+1 largest_force_ev_per_a=2.853 homo_energy_ev="-8.509 / -9.368" homo_lumo_gap_ev="4.133 / 4.997" e_above_lowest_ev=4.790 s_squared=2.045
Ti 0.000 0.454 -0.763
O 1.972 5.964 2.625
C 0.809 5.787 2.311
O -0.250 6.363 2.485
C 0.631 4.455 1.419
C -0.612 4.156 0.872
C -0.744 2.977 0.144
N 0.322 2.158 0.006
C 1.573 2.547 0.345
C 1.752 3.692 1.112
C 2.533 1.751 -0.387
C 3.910 1.978 -0.430
C 4.677 1.334 -1.376
C 4.045 0.458 -2.274
C 2.692 0.246 -2.167
N 1.921 0.846 -1.233
C -1.844 2.506 -0.669
C -3.134 3.039 -0.689
C -4.073 2.518 -1.553
C -3.704 1.460 -2.401
C -2.420 0.974 -2.350
N -1.488 1.474 -1.514
H -1.426 4.847 1.022
H 2.713 4.030 1.467
H 4.351 2.693 0.245
H 5.735 1.526 -1.455
H 4.612 -0.024 -3.055
H 2.168 -0.409 -2.863
H -3.379 3.848 -0.019
H -5.074 2.914 -1.581
H -4.420 1.036 -3.084
H -2.076 0.165 -3.000
C -3.247 -0.457 2.013
S -2.269 -0.845 0.525
O -0.951 -0.080 0.830
C -1.834 -2.543 0.791
C -1.504 -3.241 -0.491
C -0.559 -4.444 -0.281
C -0.519 -5.059 1.064
C -0.915 -4.344 2.143
C -1.469 -3.042 2.009
H -2.583 -0.316 2.861
H -3.959 -1.255 2.192
H -3.776 0.469 1.802
H -2.342 -3.370 -1.173
H -0.629 -5.188 -1.078
H -0.156 -6.069 1.153
H -0.825 -4.762 3.133
H -1.635 -2.461 2.901
N 2.400 -4.490 0.497
C 1.812 -3.435 -0.084
N 2.441 -2.257 -0.194
N 0.586 -3.523 -0.574
C -0.282 -2.435 -0.973
N -0.007 -1.308 -1.392
H 3.292 -4.386 0.954
H 1.817 -5.265 0.779
H 3.406 -2.152 0.067
H 1.934 -1.503 -0.662